No. 1
{"formula": "C37H32N7O2PdTe", "method": "the ωB97M-V functional and the def2-TZVPD basis", "e_homo_ev": -2.63, "lumo_energy_ha": 0.0908, "total_charge": -1, "species": ["Pd", "N", "C", "N", "C", "N", "N", "C", "N", "C", "C", "C", "C", "C", "N", "H", "H", "H", "H", "H", "H", "H", "H", "C", "C", "C", "C", "C", "O", "C", "C", "C", "C", "C", "C", "C", "O", "C", "C", "C", "N", "C", "C", "Te", "C", "C", "C", "C", "C", "C", "C", "C", "C", "C", "C", "C", "H", "H", "H", "H", "H", "H", "H", "H", "H", "H", "H", "H", "H", "H", "H", "H", "H", "H", "H", "H", "H", "H", "H", "H"], "coordinates": [[-0.775, -0.902, -0.375], [-1.014, -3.843, 1.111], [-1.239, -2.986, 2.120], [-1.659, -3.434, 3.306], [-1.857, -2.476, 4.212], [-2.381, -2.877, 5.414], [-1.599, -1.180, 4.072], [-1.134, -0.850, 2.860], [-0.996, -1.688, 1.854], [-0.637, 0.510, 2.600], [-0.257, 1.352, 3.643], [0.353, 2.554, 3.346], [0.565, 2.878, 2.011], [0.124, 1.995, 1.039], [-0.481, 0.842, 1.311], [-0.924, -4.819, 1.328], [-0.449, -3.433, 0.372], [-2.305, -3.858, 5.614], [-2.242, -2.238, 6.178], [-0.429, 1.031, 4.661], [0.671, 3.222, 4.136], [1.060, 3.798, 1.730], [0.261, 2.218, -0.013], [5.982, -2.250, -3.614], [4.783, -2.094, -2.710], [4.736, -2.673, -1.455], [3.597, -2.633, -0.655], [3.620, -3.212, 0.697], [2.695, -3.805, 1.224], [4.906, -3.077, 1.491], [5.208, -4.078, 2.410], [6.353, -4.008, 3.188], [7.204, -2.918, 3.069], [6.895, -1.899, 2.181], [5.752, -1.974, 1.396], [2.365, -2.024, -1.143], [1.285, -2.180, -0.538], [2.509, -1.236, -2.372], [3.674, -1.355, -3.118], [1.459, -0.333, -2.881], [0.572, 0.199, -2.124], [-0.427, 1.113, -2.674], [-1.602, 0.444, -3.384], [-2.508, -1.129, -2.161], [-1.624, -2.644, -3.407], [-0.528, -3.357, -2.938], [0.066, -4.331, -3.733], [-0.430, -4.590, -5.004], [-1.513, -3.864, -5.483], [-2.112, -2.897, -4.685], [1.502, -0.043, -4.362], [1.087, -1.036, -5.248], [1.061, -0.804, -6.614], [1.461, 0.425, -7.120], [1.899, 1.410, -6.248], [1.920, 1.179, -4.879], [6.822, -2.689, -3.073], [6.302, -1.288, -4.023], [5.751, -2.904, -4.460], [5.613, -3.207, -1.100], [4.521, -4.910, 2.500], [6.581, -4.799, 3.892], [8.100, -2.859, 3.676], [7.549, -1.039, 2.099], [5.507, -1.167, 0.720], [3.740, -0.823, -4.061], [0.020, 1.831, -3.371], [-0.832, 1.667, -1.825], [-1.298, -0.024, -4.320], [-2.367, 1.193, -3.593], [-0.107, -3.102, -1.972], [0.933, -4.867, -3.364], [0.029, -5.352, -5.623], [-1.891, -4.051, -6.482], [-2.957, -2.333, -5.065], [0.787, -1.997, -4.849], [0.725, -1.590, -7.280], [1.442, 0.612, -8.187], [2.225, 2.368, -6.637], [2.282, 1.953, -4.212]]}

---

No. 2
{"formula": "C12H6HfN4SeTe4", "method": "the ωB97M-V functional and the def2-TZVPD basis", "e_homo_ev": -14.17, "lumo_energy_ha": -0.2912, "total_charge": 2, "species": ["Hf", "Te", "Te", "Te", "Te", "Se", "N", "C", "C", "C", "C", "C", "N", "C", "C", "N", "C", "C", "C", "C", "C", "N", "H", "H", "H", "H", "H", "H"], "coordinates": [[0.503, 2.559, -0.952], [-0.259, 3.524, -3.407], [0.336, 5.569, -1.680], [-1.041, 4.579, 0.476], [1.203, 3.487, 1.576], [-0.570, -4.476, 2.139], [0.858, -3.623, 1.545], [0.452, -2.496, 1.018], [1.339, -1.524, 0.413], [2.721, -1.710, 0.289], [3.481, -0.741, -0.334], [2.859, 0.401, -0.810], [1.540, 0.603, -0.692], [0.781, -0.350, -0.098], [-0.657, -0.104, -0.044], [-1.100, 1.070, -0.571], [-2.424, 1.271, -0.649], [-3.348, 0.359, -0.169], [-2.904, -0.804, 0.426], [-1.530, -1.054, 0.490], [-0.965, -2.266, 1.051], [-1.682, -3.210, 1.606], [3.169, -2.615, 0.679], [4.548, -0.858, -0.456], [3.432, 1.181, -1.300], [-2.744, 2.194, -1.112], [-4.403, 0.571, -0.263], [-3.594, -1.534, 0.828]]}

---

No. 3
{"formula": "C41H52BrN12S2Sc", "method": "the ωB97M-V functional and the def2-TZVPD basis", "e_homo_ev": -12.22, "lumo_energy_ha": -0.2192, "total_charge": 2, "species": ["Sc", "C", "C", "N", "N", "C", "N", "S", "C", "C", "C", "C", "C", "N", "H", "H", "H", "H", "H", "H", "H", "H", "H", "H", "C", "C", "C", "C", "C", "C", "C", "C", "N", "C", "C", "C", "C", "H", "H", "H", "H", "H", "H", "H", "H", "H", "H", "H", "H", "H", "H", "H", "H", "H", "H", "Br", "C", "C", "C", "C", "C", "N", "H", "H", "H", "H", "C", "N", "C", "N", "C", "N", "C", "N", "C", "C", "H", "H", "H", "H", "H", "H", "H", "H", "H", "H", "H", "H", "S", "C", "C", "C", "N", "C", "C", "C", "C", "C", "N", "C", "C", "H", "H", "H", "H", "H", "H", "H", "H"], "coordinates": [[0.669, 0.643, -0.543], [3.825, 1.269, 3.067], [2.808, 1.442, 1.982], [3.002, 1.030, 0.789], [4.221, 0.479, 0.534], [4.677, 0.449, -0.754], [5.939, 0.038, -0.870], [3.692, 0.796, -2.043], [1.561, 2.239, 2.179], [1.268, 2.888, 3.358], [0.172, 3.756, 3.411], [-0.574, 3.958, 2.273], [-0.242, 3.232, 1.139], [0.777, 2.377, 1.097], [4.758, 1.772, 2.792], [4.039, 0.208, 3.226], [3.512, 1.676, 4.022], [4.846, 0.291, 1.292], [6.548, -0.116, -0.082], [6.345, 0.027, -1.789], [1.880, 2.756, 4.238], [-0.067, 4.275, 4.334], [-1.399, 4.661, 2.245], [-0.819, 3.331, 0.228], [-4.906, 3.510, -3.225], [-3.979, 2.789, -2.270], [-4.477, 2.175, -1.130], [-3.622, 1.497, -0.268], [-4.158, 0.811, 0.974], [-2.271, 1.492, -0.574], [-1.704, 2.133, -1.685], [-2.605, 2.760, -2.543], [-0.298, 2.014, -1.808], [0.567, 2.822, -2.740], [1.576, 3.582, -1.864], [1.278, 1.859, -3.715], [-0.097, 3.888, -3.608], [-5.949, 3.261, -3.031], [-4.677, 3.258, -4.262], [-4.796, 4.594, -3.123], [-5.542, 2.215, -0.908], [-5.213, 0.558, 0.856], [-4.084, 1.472, 1.849], [-3.613, -0.111, 1.199], [-1.599, 0.946, 0.080], [-2.278, 3.235, -3.452], [2.111, 2.937, -1.181], [1.045, 4.335, -1.272], [2.325, 4.094, -2.476], [1.642, 0.963, -3.226], [2.139, 2.335, -4.196], [0.588, 1.546, -4.505], [-0.680, 4.605, -3.026], [-0.713, 3.467, -4.401], [0.712, 4.440, -4.095], [-2.071, -2.439, 0.612], [-2.107, -1.826, -1.176], [-3.122, -2.351, -1.954], [-3.215, -1.957, -3.278], [-2.287, -1.058, -3.768], [-1.317, -0.589, -2.915], [-1.200, -0.948, -1.618], [-3.823, -3.053, -1.519], [-4.002, -2.353, -3.912], [-2.310, -0.721, -4.800], [-0.588, 0.122, -3.268], [3.093, -2.316, -0.610], [3.670, -3.549, -1.116], [2.694, -4.636, -0.955], [1.451, -4.332, -1.671], [0.898, -3.091, -1.153], [1.828, -1.918, -1.300], [2.158, -1.825, -2.765], [2.717, -3.057, -3.295], [3.944, -3.378, -2.554], [1.758, -4.154, -3.097], [3.812, -1.528, -0.760], [2.890, -2.436, 0.452], [2.476, -4.767, 0.105], [3.118, -5.559, -1.342], [0.676, -3.211, -0.095], [-0.011, -2.876, -1.691], [2.869, -1.021, -2.903], [1.237, -1.589, -3.302], [4.670, -2.576, -2.690], [4.365, -4.301, -2.945], [2.180, -5.077, -3.490], [0.837, -3.930, -3.637], [-0.380, -1.771, 5.962], [-0.222, -1.159, 4.306], [0.878, -1.555, 3.545], [1.003, -1.097, 2.250], [0.136, -0.260, 1.676], [-0.905, 0.141, 2.414], [-1.123, -0.278, 3.708], [-2.113, -2.211, 6.010], [-2.480, -3.508, 5.671], [-3.835, -3.826, 5.683], [-4.793, -2.946, 5.997], [-4.415, -1.713, 6.350], [-3.089, -1.298, 6.381], [1.608, -2.250, 3.952], [1.821, -1.444, 1.630], [-1.597, 0.841, 1.960], [-1.997, 0.077, 4.237], [-1.735, -4.249, 5.408], [-4.164, -4.830, 5.427], [-5.209, -1.023, 6.629], [-2.834, -0.298, 6.714]]}

---

No. 4
{"formula": "C6H8NO2P", "method": "the ωB97M-V functional and the def2-TZVPD basis", "e_homo_ev": [-5.91, -9.18], "multiplicity": 3, "lumo_energy_ha": [0.0176, -0.0734], "total_charge": 0, "species": ["C", "C", "C", "C", "C", "C", "N", "O", "O", "P", "H", "H", "H", "H", "H", "H", "H", "H"], "coordinates": [[0.555, 2.599, -1.649], [-0.581, 1.954, -1.411], [-2.142, 0.009, -0.589], [-1.222, 0.896, -1.022], [1.424, 0.763, 0.589], [0.095, -2.428, 1.491], [0.336, 0.179, 0.633], [0.181, -1.575, -1.298], [-1.791, -1.048, 0.131], [-0.248, -1.287, 0.066], [0.733, 3.544, -2.082], [-3.154, 0.156, -0.569], [1.533, 1.701, 1.106], [2.324, 0.287, 0.217], [1.323, 2.009, -1.067], [-0.694, -3.170, 1.928], [1.051, -2.956, 1.328], [0.277, -1.634, 2.196]]}

---

No. 5
{"formula": "C3H6O2", "method": "the ωB97M-V functional and the def2-TZVPD basis", "e_homo_ev": -10.04, "smiles": "O=CCCO", "lumo_energy_ha": 0.0292, "total_charge": 0, "species": ["C", "C", "C", "H", "H", "H", "H", "H", "H", "O", "O"], "coordinates": [[0.602, -0.132, -0.856], [-0.042, -0.602, 0.417], [-0.399, 0.543, 1.323], [-1.182, 0.271, -1.687], [1.457, 0.649, -0.639], [1.011, -0.977, -1.494], [-1.005, -1.077, 0.237], [0.768, -1.191, 0.921], [0.396, 1.342, 1.468], [-0.250, 0.745, -1.730], [-1.356, 0.429, 2.040]]}

---

No. 6
{"formula": "C3H3FN2O", "method": "the ωB97M-V functional and the def2-TZVPD basis", "e_homo_ev": -9.58, "smiles": "Cc1nnc(F)o1", "lumo_energy_ha": 0.0260, "total_charge": 0, "species": ["C", "C", "C", "H", "H", "H", "N", "N", "O", "F"], "coordinates": [[1.632, -0.344, -0.030], [0.162, 0.162, -0.089], [-2.009, 0.142, 0.011], [1.860, -1.177, -0.809], [1.792, -0.914, 1.002], [2.183, 0.479, -0.178], [-0.166, 1.398, 0.024], [-1.447, 1.384, 0.022], [-0.914, -0.715, 0.106], [-3.094, -0.414, -0.059]]}